# C4H7OP

One molecule with the formula C4H7OP at a distorted geometry (the ωB97M-V functional and the def2-TZVPD basis, the OMol25 dataset).

XYZ file:
```
13
Properties=species:S:1:pos:R:3
C -1.189 1.627 2.011
C -0.715 1.006 0.770
C -0.347 0.510 -0.369
P 0.067 -0.621 -1.693
C 1.431 -1.623 -0.943
O -1.098 -1.310 -2.145
H -2.137 1.147 2.424
H -0.429 1.413 2.816
H -1.338 2.727 1.801
H 0.559 0.412 -2.487
H 1.128 -2.417 -0.103
H 2.137 -2.078 -1.662
H 1.932 -0.794 -0.421
```

Values from the calculation:
Structure (SMILES): CC#C[P@@H](C)=O
LUMO energy, eV: 0.8
Total charge: 0
Frontier orbital gap, eV: 10.575
Energy relative to the best compared isomer or geometry (same formula, charge and spin), kcal/mol: 41.72

Partial charges, Löwdin, in e: -0.134 -0.129 -0.132 0.509 -0.213 -0.372 0.099 0.088 0.095 0.023 0.107 0.037 0.023

=====

# C4H7P

A 2-piece molecular cluster, C4H7P overall at a distorted geometry (the ωB97M-V functional and the def2-TZVPD basis, the OMol25 dataset).

XYZ file:
```
12
Properties=species:S:1:pos:R:3
C 0.946 0.764 0.463
C -0.584 -0.979 -0.880
C -1.176 -1.081 0.548
C -0.079 -0.114 0.196
P 2.104 1.377 -0.720
H 0.940 1.044 1.429
H 0.134 -1.687 -1.291
H -1.299 -0.637 -1.582
H -2.118 -0.703 0.748
H -0.862 -1.813 1.143
H -1.099 2.083 -0.454
H 3.093 1.746 0.400
```

Values from the calculation:
LUMO energy (spin up / spin down), eV: -1.1 / -0.2
Total charge: 0
Frontier orbital gap (spin up / spin down), eV: 8.287 / 7.605
Energy relative to the best compared isomer or geometry (same formula, charge and spin), kcal/mol: 133.20

Partial charges, Löwdin, in e: -0.551 -0.114 -0.054 -0.340 0.741 -0.001 0.106 0.081 0.079 0.052 0.115 -0.114

=====

# C4H7P3

One molecule with the formula C4H7P3 at a distorted geometry (the ωB97M-V functional and the def2-TZVPD basis, the OMol25 dataset).

XYZ file:
```
14
Properties=species:S:1:pos:R:3
C -1.233 -0.872 -1.698
P -1.896 0.146 -2.788
P -1.406 2.114 -1.961
P 0.072 1.766 -0.399
C 0.008 0.143 -0.149
C 0.606 -0.808 0.788
C 0.977 -0.155 2.118
H -1.241 -1.934 -1.578
H -0.496 2.456 -2.966
H -0.097 -1.626 0.970
H 1.500 -1.248 0.328
H 0.089 0.255 2.596
H 1.687 0.654 1.957
H 1.430 -0.889 2.781
```

Values from the calculation:
Structure (SMILES): C#P=[PH]=P#CCC
LUMO energy, eV: 0.2
Total charge: 0
Frontier orbital gap, eV: 8.756
Energy relative to the best compared isomer or geometry (same formula, charge and spin), kcal/mol: 59.07

Partial charges, Löwdin, in e: -0.464 0.502 0.235 0.596 -0.556 -0.375 -0.139 -0.041 -0.179 0.103 0.115 0.074 0.060 0.069

=====

# C4H7P3

One molecule with the formula C4H7P3 at a distorted geometry (the ωB97M-V functional and the def2-TZVPD basis, the OMol25 dataset).

XYZ file:
```
14
Properties=species:S:1:pos:R:3
C -0.388 -1.459 0.243
C 0.909 -0.740 -0.029
P 2.379 -1.642 -0.011
P 3.729 -0.007 0.167
P 2.273 1.659 -0.067
C 0.844 0.706 -0.044
C -0.426 1.466 0.108
H -0.960 -0.709 0.843
H -0.290 -2.501 0.656
H -0.993 -1.462 -0.706
H 3.848 0.151 -1.184
H -0.181 2.423 -0.343
H -0.822 1.682 1.157
H -1.298 1.064 -0.569
```

Values from the calculation:
Structure (SMILES): CC1=P[PH]#P=C1C
LUMO energy, eV: -0.8
Total charge: 0
Frontier orbital gap, eV: 7.430
Energy relative to the best compared isomer or geometry (same formula, charge and spin), kcal/mol: 7.72

Partial charges, Löwdin, in e: -0.165 -0.730 0.604 0.260 0.683 -0.738 -0.205 0.066 0.079 0.090 -0.193 0.030 0.106 0.113